Entry 1:
{
  "formula": "C9H7NO2",
  "method": "ωB97M-V/def2-TZVPD",
  "species": ["O", "C", "C", "N", "C", "C", "C", "C", "C", "C", "C", "O", "H", "H", "H", "H", "H", "H", "H"],
  "coordinates": [[2.0417, 3.7942, -0.5333], [1.7046, 2.6858, -0.1045], [2.1834, 2.1057, 1.2450], [1.3443, 0.8802, 1.3622], [0.6703, 0.8035, 0.2164], [-0.2576, -0.3058, -0.0473], [-0.7515, -0.4580, -1.3690], [-1.6074, -1.5134, -1.7035], [-1.9451, -2.4039, -0.7238], [-1.5386, -2.2203, 0.6126], [-0.6658, -1.1983, 0.9468], [0.8183, 1.8265, -0.6895], [3.2613, 1.8027, 1.2119], [1.9800, 2.8031, 2.0798], [-0.4474, 0.2280, -2.1527], [-1.9578, -1.6276, -2.7316], [-2.6176, -3.2257, -1.0026], [-1.8443, -2.9314, 1.4007], [-0.3708, -1.0453, 1.9823]],
  "smiles": "O=C1CN=C(c2ccccc2)O1",
  "fmax_ev_per_a": 4.5,
  "e_lumo_ev": 0.05,
  "e_above_lowest_kcal_mol": 22.1,
  "e_homo_ev": -9.41
}

Entry 2:
{
  "formula": "C9H7NO2",
  "method": "ωB97M-V/def2-TZVPD",
  "species": ["C", "C", "C", "C", "C", "C", "C", "C", "C", "H", "H", "H", "H", "H", "H", "H", "N", "O", "O"],
  "coordinates": [[0.3989, 1.8955, 2.8834], [0.4050, 1.0201, 1.5609], [-0.6053, -0.2070, 0.0031], [-1.6954, -0.0209, -0.9412], [-1.5939, -0.5912, -2.2558], [-0.6140, -1.4000, -2.5558], [0.5140, -1.5763, -1.6866], [0.4708, -1.0514, -0.4037], [1.6596, -0.7087, 0.3110], [-0.1683, 3.2347, 2.4222], [1.6921, 2.3224, 3.3128], [-0.0714, 1.2040, 3.9365], [-2.6239, 0.4862, -0.5965], [-2.4329, -0.7462, -2.6684], [-0.6428, -2.0464, -3.5769], [1.5282, -2.0493, -2.1730], [-0.7052, 0.7663, 0.8324], [2.8638, -0.8743, 0.2206], [1.6209, 0.3427, 1.3752]],
  "fmax_ev_per_a": 9.4,
  "e_lumo_ev": -0.35,
  "e_above_lowest_kcal_mol": 177.4,
  "e_homo_ev": -8.42
}